This record from the OMol25 dataset describes C4HClF4 in the gas phase. The level of theory is wB97M-V/def2-TZVPD.

Orbital gap ... 9.964 eV
Energy relative to the best compared isomer or geometry (same formula, charge and spin) ... 0.0 kcal per mole
E_LUMO ... 0.023 Ha
SMILES ... FC(F)=C(F)/C=C(/F)Cl

Last column: natural (NBO) charge in e.
Positions of all 10 atoms, in Å:
Cl: 0.731 2.150 0.475  0.059
F: -1.693 2.245 -0.216  -0.306
F: 2.178 -1.788 -0.091  -0.291
F: -0.347 -2.021 0.975  -0.301
F: 1.640 0.053 -1.110  -0.294
C: -1.002 0.071 0.047  -0.380
C: -0.723 1.371 0.061  0.376
C: 0.005 -0.947 0.246  0.204
C: 1.229 -0.882 -0.270  0.682
H: -2.019 -0.253 -0.116  0.251



This record from the OMol25 dataset describes 2 unconnected molecules or ions with the total composition C4HF3 in a non-equilibrium geometry. The level of theory is wB97M-V/def2-TZVPD.

Orbital gap (alpha / beta) ... 8.085 / 7.470 eV
Energy relative to the best compared isomer or geometry (same formula, charge and spin) ... 86.2 kcal per mole
E_LUMO (alpha / beta) ... -0.090 / -0.100 Ha

Last column: natural (NBO) charge in e.
Positions of all 8 atoms, in Å:
F: -0.748 -1.636 0.854  -0.317
F: 0.636 -0.457 1.869  -0.294
F: -1.235 0.345 1.422  -0.292
C: -0.301 1.717 -2.312  0.278
C: -0.266 -0.372 0.911  0.886
C: 0.141 -0.006 -0.482  0.084
C: -0.345 0.717 -1.457  -0.469
H: 2.118 -0.309 -0.805  0.124



This record from the OMol25 dataset describes C4HF4NO2 in the gas phase in a non-equilibrium geometry. The level of theory is wB97M-V/def2-TZVPD.

Orbital gap ... 10.216 eV
E_LUMO ... -0.027 Ha
SMILES ... O=C1[C@@H](F)C(F)(F)C(=O)N1F

Last column: natural (NBO) charge in e.
Positions of all 12 atoms, in Å:
F: 1.966 -0.529 -1.063  -0.301
F: -2.439 -1.293 0.396  -0.174
F: 1.194 2.010 0.441  -0.300
F: 0.264 1.468 -1.440  -0.288
O: -0.009 -2.527 -0.472  -0.530
O: -1.679 1.665 1.100  -0.385
N: -1.254 -0.690 0.101  -0.145
C: -0.932 1.012 0.507  0.693
C: 1.039 -0.341 -0.088  0.081
C: 0.428 1.074 -0.162  0.561
C: -0.127 -1.374 -0.196  0.578
H: 1.550 -0.474 0.876  0.209



This record from the OMol25 dataset describes 2 unconnected molecules or ions with the total composition C4HF5N2O in a non-equilibrium geometry. The level of theory is wB97M-V/def2-TZVPD.

Orbital gap (alpha / beta) ... 8.765 / 8.408 eV
Energy relative to the best compared isomer or geometry (same formula, charge and spin) ... 130.6 kcal per mole
E_LUMO (alpha / beta) ... -0.067 / -0.085 Ha

Last column: natural (NBO) charge in e.
Positions of all 13 atoms, in Å:
F: 0.182 -1.662 1.975  -0.251
F: -0.654 -1.032 -1.966  -0.338
F: -0.585 2.695 2.476  -0.316
F: 2.166 -1.846 -0.485  -0.291
F: -2.357 0.981 1.971  -0.142
O: 0.471 0.923 -1.566  -0.305
N: -1.148 1.107 1.507  0.054
N: -0.226 1.577 -0.651  -0.064
C: 1.007 -1.254 -0.283  0.093
C: 0.551 -0.554 -1.553  0.399
C: 0.262 -1.257 0.758  0.460
C: -0.808 1.225 0.333  0.481
H: 1.140 -0.903 -2.518  0.220



This record from the OMol25 dataset describes 2 unconnected molecules or ions with the total composition C4HF7N2 in a non-equilibrium geometry. The level of theory is wB97M-V/def2-TZVPD.

Orbital gap (alpha / beta) ... 9.263 / 8.944 eV
Energy relative to the best compared isomer or geometry (same formula, charge and spin) ... 66.9 kcal per mole
E_LUMO (alpha / beta) ... -0.056 / -0.094 Ha

Last column: natural (NBO) charge in e.
Positions of all 14 atoms, in Å:
F: 1.742 -0.476 1.581  -0.316
F: -2.749 -0.410 -0.908  -0.201
F: 0.100 1.295 1.734  -0.320
F: 0.397 -1.988 0.993  -0.291
F: 2.053 -1.536 -0.278  -0.296
F: 1.109 2.189 0.082  -0.302
F: -1.048 1.856 -0.046  -0.294
N: 0.593 -0.172 -2.792  -0.191
N: -1.903 -0.816 0.022  -0.034
C: 0.092 1.351 0.348  0.943
C: 1.130 -1.030 0.509  0.966
C: 0.303 0.036 -0.283  -0.162
C: 0.429 -0.162 -1.649  0.195
H: -2.248 -0.136 0.688  0.302



This record from the OMol25 dataset describes C4HIO in the gas phase in a non-equilibrium geometry. The level of theory is wB97M-V/def2-TZVPD.

Orbital gap (alpha / beta) ... 7.663 / 7.663 eV
Energy relative to the best compared isomer or geometry (same formula, charge and spin) ... 61.9 kcal per mole
E_LUMO (alpha / beta) ... -0.044 / -0.044 Ha

Last column: natural (NBO) charge in e.
Positions of all 7 atoms, in Å:
I: -2.106 1.239 -0.035  0.177
O: -0.910 -1.397 0.297  -0.520
C: 0.207 -1.645 -0.317  0.210
C: 1.122 0.725 -0.176  -0.102
C: 1.072 -0.443 -0.397  -0.138
C: -0.887 -0.157 0.891  0.138
H: 1.502 1.677 -0.263  0.234